(1)
{"formula": "C2H3AlO2", "method": "ωB97M-V/def2-TZVPD", "symbols": ["Al", "C", "C", "O", "O", "H", "H", "H"], "xyz": [[-2.1131, 1.3172, 2.7639], [0.7320, -0.3052, -0.8452], [-0.2736, -0.1387, 0.1922], [0.1247, -0.0595, 1.3688], [-1.4990, 0.0804, 0.0624], [0.4037, -1.0325, -1.6046], [1.7664, -0.4738, -0.4855], [0.8589, 0.6121, -1.4520]], "forces_ev_per_a": [[-0.2, 0.2, 0.6], [-0.6, 0.1, -1.0], [2.7, 0.1, -3.9], [-2.3, 0.3, 1.3], [0.4, -0.2, 1.9], [0.2, -0.6, 0.4], [0.0, -0.4, 0.2], [-0.3, 0.4, 0.5]], "gap_ev": 4.54, "lumo_energy_ev": -16.7, "de_lowest_ev": 1.651, "max_force_ev_per_a": 4.72, "charge": 2, "e_homo_ev": -21.2}


(2)
{"formula": "C2H3BiO", "method": "ωB97M-V/def2-TZVPD", "symbols": ["O", "C", "Bi", "H", "C", "H", "H"], "xyz": [[-1.4305, 0.2844, 0.3369], [-0.8274, 0.8454, -0.7436], [1.1406, 0.3147, 0.4957], [-2.4044, 0.2874, 0.3941], [-0.7843, -1.2038, -0.0686], [-0.9530, -1.6961, -1.0332], [-1.3230, -1.8195, 0.6657]], "forces_ev_per_a": [[-1.2, -1.2, 0.4], [1.0, 0.9, -1.0], [-0.8, -1.3, -0.7], [-1.0, 0.4, -0.3], [1.8, -0.4, 1.6], [-0.4, 1.3, -0.6], [0.6, 0.3, 0.4]], "gap_ev": [6.38, 6.38], "lumo_energy_ev": [-13.1, -13.1], "de_lowest_ev": 4.214, "max_force_ev_per_a": 2.49, "charge": 2, "e_homo_ev": [-19.5, -19.5]}